1.
Density functional theory data (wB97M-V/def2-TZVPD) for an isolated molecule of C23H25N7O2.

Values from the calculation:
2S+1	1
E_HOMO	-7.75	eV
SMILES	CC(C)OCCCNC(=O)c1c(N)n(/N=C/c2ccccn2)c2nc3ccccc3nc12
ΔE to the lowest compared entry with this formula, charge and spin	112.1	kJ/mol
charge	0

Atoms and positions in Å:
C  -4.57  -1.75  2.10
C  -4.51  -0.25  1.81
C  -3.14  0.31  2.21
O  -4.76  -0.06  0.42
C  -5.70  0.92  0.07
C  -5.18  2.36  0.09
C  -4.14  2.62  -1.01
N  -2.94  1.84  -0.83
C  -1.73  2.41  -0.65
O  -1.54  3.62  -0.64
C  -0.64  1.46  -0.49
C  0.68  1.86  -0.31
N  1.12  3.11  -0.20
N  1.52  0.76  -0.22
N  2.84  0.93  -0.04
C  3.64  -0.06  0.05
C  5.06  0.17  0.24
C  5.60  1.45  0.35
C  6.97  1.58  0.53
C  7.74  0.43  0.59
C  7.11  -0.80  0.48
N  5.81  -0.93  0.30
C  0.74  -0.38  -0.34
N  1.12  -1.62  -0.30
C  0.12  -2.53  -0.45
C  0.43  -3.90  -0.42
C  -0.56  -4.84  -0.57
C  -1.89  -4.44  -0.75
C  -2.23  -3.12  -0.79
C  -1.24  -2.13  -0.64
N  -1.60  -0.83  -0.67
C  -0.63  0.04  -0.52
H  -3.79  -2.26  1.53
H  -5.53  -2.15  1.79
H  -4.42  -1.94  3.16
H  -5.30  0.26  2.39
H  -3.08  1.38  2.03
H  -2.37  -0.19  1.64
H  -2.97  0.13  3.27
H  -6.58  0.85  0.73
H  -6.01  0.66  -0.95
H  -4.74  2.58  1.07
H  -6.02  3.03  -0.07
H  -4.58  2.38  -1.98
H  -3.84  3.67  -1.00
H  -3.03  0.84  -0.76
H  2.10  3.31  -0.16
H  0.39  3.81  -0.35
H  3.32  -1.10  -0.01
H  4.95  2.31  0.29
H  7.42  2.55  0.61
H  8.81  0.48  0.73
H  7.67  -1.73  0.52
H  1.46  -4.18  -0.28
H  -0.32  -5.89  -0.54
H  -2.66  -5.20  -0.86
H  -3.25  -2.78  -0.93

2.
Density functional theory data (wB97M-V/def2-TZVPD) for a structure of composition C23H25N7O2Ti.

Values from the calculation:
2S+1	3
E_HOMO (alpha / beta)	-5.77 / -7.47	eV
ΔE to the lowest compared entry with this formula, charge and spin	114.1	kJ/mol
charge	0

Atoms and positions in Å:
Ti  -0.13  -0.23  -0.08
O  -2.48  -1.50  -1.88
C  -2.27  -1.30  -0.68
N  -1.32  -1.95  0.07
C  -1.43  -2.12  1.50
C  -2.20  -3.17  1.98
C  -2.19  -3.54  3.32
C  -1.38  -2.84  4.21
C  -0.63  -1.77  3.76
C  -0.65  -1.37  2.42
N  -0.06  -0.11  2.04
C  1.25  0.09  1.74
O  1.69  1.23  1.47
C  2.09  -1.08  1.25
C  3.23  -1.63  1.81
C  3.84  -2.66  1.12
C  3.32  -3.09  -0.10
C  2.19  -2.46  -0.59
N  1.60  -1.47  0.07
C  -2.91  -0.05  -0.09
C  -4.27  0.20  0.07
C  -4.64  1.42  0.58
C  -3.67  2.37  0.90
C  -2.34  2.04  0.69
N  -1.98  0.86  0.19
H  -2.77  -3.74  1.26
H  -2.79  -4.37  3.66
H  -1.34  -3.12  5.25
H  -0.04  -1.18  4.45
H  3.60  -1.27  2.76
H  4.73  -3.14  1.52
H  3.77  -3.90  -0.66
H  1.73  -2.76  -1.52
H  -4.99  -0.57  -0.18
H  -5.69  1.65  0.74
H  -3.93  3.33  1.31
H  -1.54  2.73  0.93
C  3.27  0.38  -3.46
N  2.10  1.03  -2.90
C  2.38  1.71  -1.64
C  0.86  0.50  -3.12
N  -0.01  0.38  -2.16
N  0.59  0.11  -4.40
C  -0.61  -0.67  -4.66
C  1.08  0.89  -5.53
H  3.73  -0.27  -2.71
H  4.01  1.12  -3.77
H  3.01  -0.23  -4.32
H  3.18  2.43  -1.81
H  2.69  1.03  -0.85
H  1.50  2.25  -1.30
H  -0.92  0.16  -2.55
H  -0.79  -1.38  -3.85
H  -0.48  -1.22  -5.59
H  -1.50  -0.03  -4.76
H  1.81  1.62  -5.20
H  0.25  1.43  -6.01
H  1.54  0.24  -6.28

3.
Density functional theory data (wB97M-V/def2-TZVPD) for an isolated molecule of C23H25NO5S.

Values from the calculation:
2S+1	1
E_HOMO	-8.22	eV
SMILES	CCOc1ccc(CN(C(=O)c2oc3ccccc3c2C)[C@@H]2CCS(=O)(=O)C2)cc1
ΔE to the lowest compared entry with this formula, charge and spin	213.3	kJ/mol
charge	0

Atoms and positions in Å:
C  -5.40  2.83  -0.18
C  -3.92  2.72  0.16
O  -3.66  1.36  0.46
C  -2.37  0.97  0.67
C  -2.16  -0.40  0.84
C  -0.89  -0.90  1.01
C  0.21  -0.05  1.01
C  1.62  -0.58  1.13
N  1.86  -1.76  0.31
C  1.55  -1.80  -1.01
O  1.76  -2.79  -1.70
C  0.94  -0.56  -1.58
O  -0.39  -0.61  -1.86
C  -0.72  0.60  -2.35
C  -1.98  1.04  -2.73
C  -2.08  2.34  -3.18
C  -0.96  3.18  -3.25
C  0.29  2.73  -2.88
C  0.42  1.43  -2.42
C  1.50  0.63  -1.92
C  2.92  1.04  -1.80
C  2.50  -2.95  0.86
C  1.51  -3.90  1.56
C  1.21  -3.40  2.95
S  2.82  -2.74  3.50
O  2.66  -1.42  4.06
O  3.51  -3.71  4.30
C  3.61  -2.64  1.85
C  -0.01  1.31  0.88
C  -1.28  1.83  0.72
H  -6.00  2.50  0.66
H  -5.63  2.21  -1.04
H  -5.64  3.87  -0.41
H  -3.31  3.04  -0.69
H  -3.68  3.35  1.03
H  -3.02  -1.05  0.82
H  -0.76  -1.96  1.10
H  1.83  -0.82  2.17
H  2.32  0.21  0.84
H  -2.84  0.39  -2.67
H  -3.04  2.73  -3.49
H  -1.08  4.19  -3.61
H  1.15  3.38  -2.94
H  3.29  1.39  -2.77
H  3.54  0.21  -1.47
H  3.03  1.87  -1.10
H  2.90  -3.47  -0.02
H  0.61  -4.00  0.94
H  1.98  -4.89  1.62
H  0.49  -2.58  2.98
H  0.91  -4.19  3.64
H  4.38  -3.41  1.84
H  4.05  -1.66  1.72
H  0.83  1.99  0.90
H  -1.40  2.90  0.60

4.
Density functional theory data (wB97M-V/def2-TZVPD) for a structure of composition C23H26BrGeNO3ReS2Se.

Values from the calculation:
2S+1	4
E_HOMO (alpha / beta)	-8.33 / -8.49	eV
ΔE to the lowest compared entry with this formula, charge and spin	13.7	kJ/mol
charge	0

Atoms and positions in Å:
Re  -0.99  0.06  0.73
Br  -1.30  0.40  3.97
C  -1.31  -1.48  4.08
C  -1.18  -2.01  5.33
C  -1.31  -3.39  5.53
C  -1.64  -4.18  4.47
C  -1.81  -3.64  3.17
C  -2.29  -4.48  2.14
C  -2.57  -3.96  0.92
C  -2.26  -2.61  0.65
C  -1.68  -1.76  1.57
C  -1.58  -2.26  2.92
H  -0.99  -1.35  6.17
H  -1.19  -3.81  6.52
H  -1.80  -5.25  4.60
H  -2.46  -5.53  2.36
H  -3.00  -4.58  0.13
H  -2.48  -2.26  -0.35
C  -1.94  2.45  -3.61
Ge  -0.45  1.23  -3.75
C  1.27  1.98  -3.27
C  -0.36  0.72  -5.64
C  -0.89  -0.53  -2.97
Se  -0.22  -1.29  -1.30
C  1.64  -0.91  -1.65
H  -1.88  3.14  -4.46
H  -1.95  3.04  -2.69
H  -2.88  1.90  -3.69
H  1.36  2.95  -3.77
H  2.08  1.34  -3.63
H  1.37  2.15  -2.20
H  -0.16  1.60  -6.25
H  -1.31  0.29  -5.96
H  0.44  -0.01  -5.82
H  -0.55  -1.27  -3.69
H  -1.98  -0.61  -2.90
H  1.85  0.14  -1.52
H  1.81  -1.23  -2.67
H  2.24  -1.51  -0.97
O  -2.37  3.63  -0.17
S  -1.85  2.33  0.07
O  -1.54  2.00  1.53
O  -0.58  1.94  -0.62
S  -3.06  0.73  -0.38
C  0.99  -0.30  1.57
C  1.97  0.82  1.33
C  1.68  2.11  1.76
C  2.54  3.17  1.49
C  3.72  2.95  0.80
C  4.06  1.65  0.42
C  3.19  0.61  0.69
C  4.60  4.05  0.47
N  5.30  4.92  0.21
H  0.79  -0.37  2.63
H  1.40  -1.26  1.24
H  0.76  2.31  2.30
H  2.28  4.17  1.81
H  5.00  1.47  -0.07
H  3.48  -0.40  0.42

5.
Density functional theory data (wB97M-V/def2-TZVPD) for a structure of composition C23H26Cl2N4O7PtS3.

Values from the calculation:
2S+1	3
E_HOMO (alpha / beta)	-1.09 / -2.70	eV
ΔE to the lowest compared entry with this formula, charge and spin	0.0	kJ/mol
charge	-2

Atoms and positions in Å:
Pt  -0.05  -0.89  -0.01
C  -3.08  -2.35  -2.11
C  -3.92  -2.24  -0.88
C  -4.78  -3.24  -0.48
C  -5.51  -3.12  0.69
Cl  -6.61  -4.41  1.16
C  -5.37  -2.01  1.50
C  -4.51  -0.99  1.12
C  -3.80  -1.09  -0.07
O  -2.97  -0.15  -0.55
C  -2.72  1.00  0.25
C  -2.00  0.72  1.59
O  -2.40  1.34  2.57
O  -1.06  -0.15  1.61
H  -3.26  -3.29  -2.63
H  -2.02  -2.29  -1.84
H  -3.27  -1.52  -2.79
H  -4.88  -4.13  -1.09
H  -5.92  -1.94  2.43
H  -4.38  -0.14  1.77
H  -3.65  1.52  0.47
H  -2.07  1.63  -0.36
C  4.98  -0.45  0.02
C  4.44  -0.38  1.47
C  3.24  0.56  1.33
O  3.58  1.44  0.27
C  4.12  0.58  -0.73
H  4.88  -1.44  -0.41
H  6.04  -0.16  0.00
H  5.19  0.05  2.14
H  4.15  -1.35  1.85
H  3.03  1.16  2.21
H  2.33  -0.01  1.07
H  4.67  1.19  -1.44
H  3.30  0.07  -1.26
O  -0.34  1.86  -2.92
S  0.80  1.76  -1.92
N  0.27  1.03  -0.59
Cl  -0.16  -3.12  2.36
C  -0.55  -2.77  0.60
H  -1.63  -2.93  0.55
H  -0.04  -3.57  0.06
N  5.79  -3.62  5.00
C  5.26  -3.73  3.69
C  6.11  -3.74  2.59
C  5.59  -3.86  1.31
C  4.22  -3.99  1.13
C  3.37  -3.99  2.23
C  3.89  -3.86  3.50
S  3.55  -4.14  -0.49
O  2.88  -5.42  -0.56
O  4.66  -3.96  -1.42
N  2.54  -2.92  -0.49
C  1.98  -2.47  -1.61
S  2.50  -2.85  -3.24
C  1.24  -1.86  -3.89
C  0.55  -1.28  -2.89
N  0.95  -1.63  -1.62
H  6.65  -3.09  5.03
H  5.13  -3.23  5.65
H  7.18  -3.64  2.73
H  6.23  -3.85  0.44
H  2.30  -4.04  2.08
H  3.22  -3.83  4.36
H  1.10  -1.73  -4.95
H  -0.26  -0.57  -3.01

6.
Density functional theory data (wB97M-V/def2-TZVPD) for a structure of composition C23H26Cl5N2O5SiZr.

Values from the calculation:
2S+1	1
E_HOMO	-11.25	eV
ΔE to the lowest compared entry with this formula, charge and spin	9.9	kJ/mol
charge	+1

Atoms and positions in Å:
Zr  -4.48  7.42  15.62
C  -6.01  6.55  19.65
C  -4.95  7.18  18.82
C  -3.56  7.29  19.59
O  -4.80  6.39  17.62
C  -5.35  8.59  18.31
O  -5.64  9.50  19.05
O  -5.21  8.74  16.97
H  -5.72  5.52  19.95
H  -6.92  6.57  19.15
H  -6.16  7.02  20.62
H  -3.11  6.34  19.85
H  -3.94  7.81  20.47
H  -2.87  8.00  19.05
H  -4.35  5.55  17.76
C  -1.53  7.33  12.33
C  -2.47  8.12  13.15
O  -3.34  7.54  13.81
N  -2.36  9.42  13.27
C  -3.21  10.23  14.22
C  -4.67  10.30  13.89
C  -5.20  11.46  13.27
C  -6.55  11.66  13.33
C  -7.32  10.62  13.77
C  -6.77  9.48  14.22
N  -5.45  9.33  14.39
H  -1.09  6.56  12.93
H  -0.71  7.84  11.78
H  -2.14  6.75  11.64
H  -1.67  9.85  12.73
H  -2.73  11.23  14.23
H  -2.96  9.78  15.25
H  -4.52  12.28  12.92
H  -7.00  12.66  13.06
H  -8.41  10.69  13.74
H  -7.37  8.59  14.44
Cl  -8.52  0.88  14.82
C  -7.64  2.36  14.77
C  -8.21  3.54  14.26
Cl  -9.85  3.47  13.77
C  -7.55  4.75  14.35
Cl  -8.37  6.21  13.81
C  -6.28  4.84  14.87
O  -5.64  6.00  14.90
C  -5.64  3.64  15.26
Cl  -3.99  3.77  15.75
C  -6.31  2.42  15.21
Cl  -5.47  1.01  15.63
C  0.79  5.01  17.25
Si  0.51  6.76  17.44
C  1.82  7.67  16.45
C  0.66  7.34  19.19
C  -1.26  7.13  16.95
C  -2.36  7.35  16.48
H  1.84  4.81  17.44
H  0.60  4.89  16.16
H  0.14  4.37  17.78
H  2.78  7.18  16.39
H  1.95  8.63  16.96
H  1.62  7.90  15.42
H  1.45  6.84  19.64
H  -0.21  6.98  19.78
H  0.86  8.40  19.36

7.
Density functional theory data (wB97M-V/def2-TZVPD) for a structure of composition C23H26ClIN3O3Tl.

Values from the calculation:
2S+1	1
E_HOMO (alpha / beta)	-14.59 / -14.46	eV
charge	+2

Atoms and positions in Å:
Tl  4.89  -0.83  0.31
I  3.62  -9.68  1.04
C  3.38  -7.71  0.65
C  2.12  -7.12  0.98
C  1.87  -5.83  0.59
C  2.93  -5.06  0.01
C  4.14  -5.71  -0.39
C  4.38  -7.01  -0.03
C  2.82  -3.59  -0.25
O  2.02  -3.20  -1.08
O  3.54  -2.95  0.54
H  1.38  -7.70  1.55
H  0.91  -5.39  0.75
H  4.92  -5.13  -0.91
H  5.32  -7.54  -0.26
C  -1.55  5.38  0.34
C  -2.20  4.01  0.65
C  -3.48  3.80  -0.23
C  -2.69  3.98  2.12
C  -1.20  2.86  0.38
O  -1.95  1.64  0.61
C  -0.69  2.91  -1.10
C  -0.09  1.61  -1.69
C  -0.96  0.42  -1.70
C  -0.41  -0.89  -1.50
C  -1.17  -1.99  -1.52
C  -2.60  -1.88  -1.74
Cl  -3.50  -3.24  -1.46
C  -3.18  -0.59  -1.98
C  -2.36  0.51  -1.91
C  -0.01  2.95  1.40
N  1.03  1.91  1.18
C  2.32  1.96  0.86
N  2.83  0.75  0.92
C  1.72  -0.05  1.21
N  0.63  0.62  1.37
H  -2.27  6.17  0.46
H  -1.19  5.48  -0.67
H  -0.80  5.67  1.05
H  -4.24  4.58  -0.03
H  -4.01  2.92  0.07
H  -3.25  3.87  -1.32
H  -3.58  4.62  2.16
H  -1.95  4.40  2.84
H  -3.01  3.03  2.42
H  -1.50  1.16  1.31
H  0.02  3.76  -1.15
H  -1.54  3.20  -1.72
H  0.87  1.42  -1.24
H  0.07  1.83  -2.76
H  0.63  -0.95  -1.31
H  -0.81  -2.99  -1.34
H  -4.23  -0.54  -2.16
H  -2.70  1.54  -2.07
H  -0.40  2.89  2.39
H  0.53  3.89  1.30
H  2.81  2.92  0.65
H  1.80  -1.10  1.40

8.
Density functional theory data (wB97M-V/def2-TZVPD) for a structure of composition C23H26FGeIIrN6.

Values from the calculation:
2S+1	6
E_HOMO (alpha / beta)	-12.44 / -14.18	eV
ΔE to the lowest compared entry with this formula, charge and spin	177.5	kJ/mol
charge	+2

Atoms and positions in Å:
Ir  0.17  -0.10  -0.03
N  -3.90  -2.07  1.26
C  -2.60  -1.88  1.04
N  -2.11  -0.73  0.66
C  -2.95  0.33  0.48
N  -2.43  1.51  0.10
N  -1.15  1.51  -0.09
C  -0.62  2.80  -0.36
C  0.75  2.92  -0.50
C  1.42  4.14  -0.75
C  2.79  4.14  -0.88
C  3.49  2.94  -0.75
C  2.78  1.77  -0.51
N  1.47  1.75  -0.39
C  -4.36  0.21  0.72
C  -5.27  1.26  0.57
C  -6.60  1.05  0.82
C  -7.06  -0.22  1.23
C  -6.18  -1.27  1.38
C  -4.83  -1.05  1.12
H  -4.21  -2.99  1.55
H  -1.94  -2.72  1.18
H  -1.32  3.62  -0.42
H  0.85  5.05  -0.85
H  3.32  5.06  -1.07
H  4.57  2.90  -0.84
H  3.29  0.81  -0.41
H  -4.91  2.23  0.26
H  -7.31  1.85  0.71
H  -8.11  -0.37  1.42
H  -6.53  -2.25  1.69
C  -1.65  1.53  -3.36
Ge  -0.18  0.26  -3.38
C  -0.46  -1.14  -4.72
C  1.57  1.07  -3.58
C  -0.35  -1.01  -1.75
H  -1.86  1.82  -4.39
H  -1.41  2.44  -2.80
H  -2.56  1.08  -2.94
H  -0.45  -0.66  -5.70
H  -1.43  -1.63  -4.58
H  0.33  -1.88  -4.67
H  1.74  1.24  -4.64
H  2.35  0.39  -3.22
H  1.65  2.02  -3.07
H  0.33  -1.84  -1.93
H  -1.38  -1.34  -1.84
F  1.56  -1.41  0.03
I  -1.37  2.16  5.37
C  0.01  1.12  4.23
C  1.21  0.66  4.76
C  2.09  -0.03  3.94
C  1.75  -0.24  2.62
N  0.60  0.20  2.10
C  -0.26  0.87  2.90
H  1.45  0.84  5.80
H  3.03  -0.40  4.32
H  2.40  -0.79  1.95
H  -1.17  1.22  2.45

For each record above, in turn, the calculated largest force on an atom values are 1.30, 1.50, 1.16, 1.46, 0.18, 2.75, 2.02, 0.09 eV/A.